A 9-piece molecular cluster, C39H67FN8O2 overall in a non-equilibrium geometry. Source: the OMol25 dataset; level of theory: ωB97M-V/def2-TZVPD.

Last column: Mulliken charge in e.
Cartesian coordinates (Å):
C  -2.47  0.77  -0.15  -0.29
C  -1.95  1.80  0.86  0.30
F  -2.60  1.65  2.09  -0.32
C  -0.44  1.63  1.06  -1.53
C  -0.16  0.48  2.01  1.82
C  0.98  -0.47  1.71  -0.14
C  0.97  -1.22  3.05  0.08
C  0.94  0.00  3.95  0.43
O  1.54  0.24  4.98  -0.63
O  0.12  0.92  3.34  -0.45
H  -1.63  0.36  -0.69  -0.14
H  -3.16  1.24  -0.84  0.44
H  -2.96  -0.03  0.39  -0.28
H  -2.17  2.82  0.54  0.49
H  -0.02  2.55  1.45  0.35
H  0.01  1.46  0.09  0.41
H  -1.05  -0.15  2.00  -0.89
H  1.95  0.02  1.71  0.04
H  0.93  -1.09  0.82  0.01
H  0.00  -1.70  3.18  -0.51
H  1.77  -1.92  3.25  0.52
C  6.32  1.84  2.63  -1.29
C  6.37  1.72  1.11  -0.34
C  5.03  1.29  0.51  0.12
C  4.63  -0.02  1.01  0.19
N  4.34  -1.07  1.37  -0.55
H  6.10  0.89  3.10  0.33
H  7.29  2.18  3.01  0.39
H  5.56  2.56  2.94  0.31
H  7.14  1.01  0.82  0.29
H  6.65  2.68  0.67  0.30
H  5.10  1.23  -0.58  0.02
H  4.25  2.01  0.75  0.32
C  -4.15  2.71  4.74  -0.91
C  -5.47  3.31  5.21  -0.52
C  -6.69  2.54  4.73  -0.38
C  -6.76  2.50  3.27  0.28
N  -6.80  2.48  2.13  -0.50
H  -4.07  2.72  3.66  0.19
H  -3.31  3.27  5.14  0.38
H  -4.05  1.67  5.08  0.27
H  -5.54  4.35  4.87  0.31
H  -5.49  3.34  6.31  0.33
H  -7.61  2.99  5.10  0.32
H  -6.66  1.51  5.10  0.26
C  -2.77  -4.96  3.85  -1.22
C  -2.18  -3.57  4.06  -0.48
C  -2.80  -2.51  3.15  0.10
C  -2.60  -2.84  1.73  0.29
N  -2.50  -3.10  0.62  -0.68
H  -2.59  -5.32  2.84  0.31
H  -2.32  -5.67  4.54  0.40
H  -3.85  -4.96  4.02  0.28
H  -1.10  -3.60  3.89  0.18
H  -2.33  -3.26  5.10  0.44
H  -2.37  -1.53  3.33  0.24
H  -3.88  -2.44  3.32  0.30
C  7.04  -0.67  -4.71  -1.22
C  6.66  -0.99  -3.28  -0.45
C  5.14  -1.11  -3.08  -0.06
C  4.48  0.15  -3.41  0.17
N  3.99  1.17  -3.62  -0.52
H  6.64  0.30  -5.02  0.32
H  8.13  -0.62  -4.82  0.36
H  6.67  -1.43  -5.40  0.30
H  7.05  -0.22  -2.61  0.21
H  7.11  -1.93  -2.98  0.39
H  4.91  -1.36  -2.04  0.11
H  4.73  -1.90  -3.71  0.35
C  -5.83  -1.53  0.54  -0.63
C  -7.29  -1.70  0.91  -0.65
C  -7.47  -2.04  2.40  -0.17
C  -6.78  -3.28  2.76  0.23
N  -6.23  -4.25  3.05  -0.46
H  -5.27  -2.46  0.68  0.27
H  -5.72  -1.25  -0.51  0.23
H  -5.36  -0.75  1.14  0.10
H  -7.74  -2.49  0.30  0.33
H  -7.84  -0.79  0.70  0.36
H  -8.53  -2.16  2.64  0.36
H  -7.07  -1.24  3.02  0.04
C  -3.20  -0.76  -5.39  -1.09
C  -3.67  0.39  -4.51  -0.19
C  -2.54  1.37  -4.16  -0.46
C  -1.47  0.70  -3.43  0.24
N  -0.63  0.17  -2.84  -0.43
H  -2.45  -1.37  -4.88  0.25
H  -4.04  -1.42  -5.63  0.35
H  -2.78  -0.40  -6.32  0.30
H  -4.10  0.00  -3.58  0.08
H  -4.46  0.94  -5.02  0.36
H  -2.92  2.19  -3.55  0.27
H  -2.12  1.81  -5.07  0.36
C  4.47  4.41  -4.73  -0.92
C  4.86  5.78  -4.20  -0.43
C  6.34  5.86  -3.80  -0.50
C  6.64  4.89  -2.74  0.30
N  6.86  4.13  -1.91  -0.42
H  4.61  3.64  -3.98  0.21
H  3.42  4.39  -5.03  0.32
H  5.07  4.14  -5.61  0.29
H  4.24  6.03  -3.34  0.30
H  4.67  6.54  -4.96  0.31
H  6.59  6.85  -3.44  0.28
H  6.98  5.64  -4.65  0.28
C  0.88  -2.88  -2.09  -0.50
C  0.57  -4.27  -1.56  -0.36
C  1.74  -4.86  -0.76  -0.21
C  2.94  -5.00  -1.60  0.18
N  3.88  -5.09  -2.26  -0.49
H  1.73  -2.89  -2.78  0.35
H  0.03  -2.46  -2.62  0.09
H  1.12  -2.19  -1.27  -0.03
H  0.32  -4.94  -2.39  0.35
H  -0.30  -4.23  -0.91  0.17
H  1.49  -5.84  -0.37  0.36
H  1.99  -4.21  0.08  0.10

The value obtained for the HOMO energy is -9.975 eV. Its charge is 0.